The following is a DFT calculation (wB97M-V/def2-TZVPD) of a molecular structure, C16H12Cl40PS.

Total charge: +1
E in hartree: -19763.5583
Max |F| in eV Å⁻¹: 2.841
Lowest unoccupied orbital energy in eV: -2.94

XYZ file:
```
70
Properties=species:S:1:pos:R:3:forces:R:3
C 2.138 -2.680 2.275 -1.535 0.535 -2.330
C 1.432 -1.706 2.027 -0.640 -0.106 -0.421
C 0.409 -0.577 1.577 2.346 -0.973 0.688
P -0.699 -1.333 0.267 0.050 0.863 -0.202
C -2.409 -0.593 0.168 -0.635 0.142 0.054
C -3.416 -1.051 1.316 -0.420 -0.116 -0.583
C -3.288 -2.569 1.768 -0.319 0.464 1.137
S -3.273 -3.776 0.348 0.307 0.114 0.020
H 2.499 -3.742 2.316 -0.073 2.100 -0.341
H -0.139 -0.145 2.463 0.413 -0.578 -1.057
H 1.058 0.229 1.093 -1.104 -0.826 0.522
H -0.065 -1.052 -0.995 -0.338 -0.290 0.838
H -0.657 -2.743 0.421 -0.125 0.692 -0.027
H -2.856 -0.853 -0.848 0.834 0.158 1.183
H -2.290 0.538 0.209 0.057 -1.355 -0.129
H -3.363 -0.316 2.177 0.046 -1.165 -0.760
H -4.463 -0.935 0.879 1.461 0.013 0.488
H -4.239 -2.810 2.351 1.354 0.250 -0.733
H -2.438 -2.713 2.500 -0.770 -0.009 -0.941
H -2.086 -4.481 0.404 -0.696 0.734 0.538
C 3.874 2.156 -0.447 0.343 0.181 -0.054
Cl 2.200 2.756 -0.433 0.070 -0.071 0.012
Cl 4.848 3.098 0.693 -0.206 -0.228 -0.144
Cl 3.891 0.445 0.031 -0.091 0.060 0.005
Cl 4.546 2.321 -2.078 -0.242 -0.025 0.302
C 2.184 -4.582 5.956 0.102 -0.016 0.473
Cl 2.081 -3.537 4.515 -0.144 -0.706 1.913
Cl 1.904 -3.612 7.413 0.132 -0.032 -0.350
Cl 0.953 -5.857 5.848 0.126 0.166 -0.046
Cl 3.794 -5.320 6.036 -0.261 0.123 -0.062
C 3.540 3.520 -6.196 0.012 0.160 -0.052
Cl 3.531 3.129 -7.927 -0.358 0.367 0.452
Cl 3.771 5.264 -5.985 -0.063 -0.313 0.016
Cl 1.992 3.037 -5.474 0.176 0.021 -0.060
Cl 4.864 2.647 -5.394 -0.219 0.011 -0.107
C -5.348 -1.941 -3.304 -0.085 -0.062 -0.188
Cl -3.697 -2.583 -3.453 -0.101 0.065 0.017
Cl -5.708 -1.625 -1.594 0.068 -0.077 -0.476
Cl -5.480 -0.430 -4.223 0.043 -0.210 0.181
Cl -6.501 -3.124 -3.941 0.227 0.209 0.157
C -8.806 -0.069 0.440 -0.340 0.113 -0.123
Cl -9.978 -1.358 0.767 0.251 0.179 -0.025
Cl -9.208 1.358 1.411 0.073 -0.213 -0.239
Cl -7.173 -0.633 0.865 -0.285 0.134 0.293
Cl -8.854 0.353 -1.282 0.048 -0.069 0.240
C 3.529 7.352 1.194 0.035 0.093 -0.010
Cl 3.875 6.428 -0.281 -0.058 0.142 0.132
Cl 4.185 6.489 2.599 -0.082 0.081 -0.166
Cl 4.283 8.952 1.078 -0.121 -0.261 0.021
Cl 1.774 7.537 1.378 0.210 -0.041 -0.020
C -7.161 -0.083 4.780 -0.152 0.141 0.136
Cl -8.919 -0.245 4.632 0.314 -0.025 0.012
Cl -6.616 1.337 3.863 0.015 -0.170 0.163
Cl -6.726 0.112 6.487 -0.037 -0.048 -0.284
Cl -6.378 -1.541 4.133 -0.005 0.045 0.128
C 7.078 5.424 -8.670 0.082 0.014 -0.028
Cl 8.750 5.868 -9.060 -0.240 -0.070 0.055
Cl 7.078 4.153 -7.431 0.110 0.405 -0.150
Cl 6.215 6.850 -8.061 0.140 -0.153 -0.109
Cl 6.270 4.824 -10.131 0.097 0.068 0.194
C 6.754 0.088 -9.310 0.059 0.037 -0.044
Cl 5.876 -1.449 -9.169 0.106 0.177 -0.012
Cl 8.263 -0.005 -8.380 -0.185 0.018 -0.104
Cl 7.128 0.402 -11.015 -0.053 -0.036 0.238
Cl 5.748 1.404 -8.673 0.374 -0.714 -0.322
C -0.016 -5.200 11.016 -0.021 -0.086 0.082
Cl 0.005 -5.630 9.295 -0.097 -0.054 0.296
Cl 0.221 -3.450 11.191 -0.018 -0.193 -0.047
Cl -1.577 -5.659 11.722 0.216 0.079 -0.101
Cl 1.288 -6.060 11.855 -0.182 0.135 -0.136
```
Forces are in eV/Å.

These are the Löwdin partial charges, in e, on atoms 1 to 5: number 1, C, carries -0.115; number 2, C, carries -0.179; number 3, C, carries -0.295; number 4, P, carries 1.068; number 5, C, carries -0.340

The following is a DFT calculation (wB97M-V/def2-TZVPD) of a molecular structure, C16H12F5I2N3O2Sn.

Total charge: +2
ΔE to the lowest compared entry with this formula, charge and spin in kJ/mol: 60.6
E in hartree: -2240.0653
Max |F| in eV Å⁻¹: 2.381
Lowest unoccupied orbital energy in eV: -9.32

XYZ file:
```
41
Properties=species:S:1:pos:R:3:forces:R:3
Sn -1.113 -0.084 -0.688 0.755 -0.468 1.952
O 3.405 0.440 2.652 0.394 0.456 -1.886
C 2.426 0.247 3.490 -1.160 -0.184 1.116
C 2.765 0.158 4.863 0.111 0.073 -1.036
C 1.790 -0.066 5.787 -0.761 -0.067 0.066
C 0.443 -0.190 5.382 -0.325 0.002 -0.477
C 0.094 -0.093 4.039 -0.542 -0.262 1.804
C 1.053 0.128 3.072 1.142 0.222 -1.009
C 0.643 0.214 1.667 0.655 -0.164 2.284
O -0.599 0.015 1.380 -1.018 0.192 -0.857
N 1.586 0.473 0.771 -0.975 0.071 -1.922
N 1.002 0.473 -0.470 0.280 -0.035 0.527
C 1.634 0.714 -1.543 0.029 0.079 -0.829
C 0.855 0.674 -2.808 0.142 -0.020 0.669
C 1.455 0.924 -4.019 0.043 0.021 -0.432
C 0.685 0.871 -5.181 0.233 0.044 0.067
C -0.661 0.563 -5.092 -0.057 0.004 -0.047
C -1.205 0.322 -3.848 -0.156 -0.068 0.297
N -0.470 0.382 -2.722 0.224 0.197 -0.489
H 2.996 0.567 1.744 0.863 -0.180 0.831
H 3.808 0.278 5.133 -0.097 -0.050 -0.055
H 2.046 -0.143 6.839 -0.058 0.017 -0.112
H -0.330 -0.359 6.123 0.099 0.002 -0.078
H -0.939 -0.195 3.734 0.036 0.010 0.122
H 2.699 0.934 -1.549 -0.083 0.007 -0.041
H 2.516 1.149 -4.058 -0.118 -0.016 0.011
H 1.139 1.068 -6.144 -0.006 -0.015 0.055
H -1.289 0.509 -5.972 0.030 -0.009 0.071
H -2.255 0.068 -3.742 0.080 0.022 0.055
I -4.241 0.052 0.082 0.563 -0.136 -0.173
C -4.118 2.149 -0.148 -0.005 0.048 -0.027
I -2.167 2.878 -0.580 0.143 -0.650 0.024
H -4.424 2.596 0.783 -0.064 0.134 0.201
H -4.757 2.433 -0.969 -0.102 0.078 -0.124
F -2.326 -2.792 0.039 -0.769 -0.224 0.282
C -1.139 -2.407 -0.355 -0.100 1.068 -1.605
F -0.228 -2.699 0.523 0.594 -0.046 0.652
C -0.776 -2.972 -1.747 -0.127 -0.303 0.251
F -0.727 -4.286 -1.760 -0.034 0.284 -0.083
F 0.420 -2.463 -2.078 -0.115 -0.027 -0.159
F -1.695 -2.533 -2.630 0.253 -0.108 0.103
```
Forces are in eV/Å.

These are the Löwdin partial charges, in e, on atoms 1 to 5: number 1, Sn, carries 1.160; number 2, O, carries 0.104; number 3, C, carries -0.251; number 4, C, carries 0.013; number 5, C, carries -0.038

The following is a DFT calculation (wB97M-V/def2-TZVPD) of C16H12F7N3O3S2 in the gas phase.

Total charge: 0
E in hartree: -2502.2527
Max |F| in eV Å⁻¹: 3.324
Lowest unoccupied orbital energy in eV: 0.35

XYZ file:
```
43
Properties=species:S:1:pos:R:3:forces:R:3
O 1.182 -1.192 4.984 -0.201 -0.504 0.607
F -2.839 -4.153 -3.741 0.420 1.594 0.648
F -1.680 -2.402 -4.408 -0.907 -0.244 1.369
F -3.863 -2.322 -4.278 0.833 -0.008 0.681
F -3.950 -2.640 -1.633 1.046 0.953 -0.815
F -1.839 -3.093 -1.546 0.129 1.226 -0.214
F -1.090 -0.609 -2.157 -0.123 -0.199 -0.384
F -3.002 0.021 -3.034 0.228 -1.273 0.559
N 0.676 -1.669 1.243 -1.216 0.489 1.082
N 0.966 1.692 1.761 -0.253 -0.232 -0.258
O -2.441 0.533 2.419 0.162 -0.195 -0.177
O -2.515 1.173 -0.411 -0.735 -0.966 -0.202
S 3.561 -2.631 -1.204 -0.431 0.182 1.609
C 1.172 -1.558 2.444 -0.542 0.314 -1.192
C 1.903 -2.226 -0.871 0.473 -0.251 0.476
C 3.994 -2.583 0.532 -0.348 -0.005 -1.077
C 1.719 -2.090 0.473 -0.036 0.068 -1.561
C 2.881 -2.271 1.227 0.012 0.113 0.276
C 0.850 2.119 0.499 -0.873 -0.436 0.084
C -0.108 1.155 2.387 0.201 1.635 -1.650
C -0.350 2.008 -0.224 0.762 -0.031 0.988
C -1.340 1.036 1.749 -0.907 0.320 -0.138
C -1.437 1.426 0.405 0.866 -0.482 -0.789
N 2.487 -1.962 2.502 1.132 0.760 3.031
S 0.169 -1.026 3.905 1.443 -0.990 0.433
C -3.581 1.399 2.539 -0.297 0.576 1.135
C 0.084 0.760 3.784 -0.549 0.681 -0.098
C -2.749 -2.786 -3.651 -0.819 -1.173 -2.861
C -2.841 -0.218 -0.637 -0.615 0.095 -0.300
C -2.722 -2.296 -2.199 -1.028 -1.375 0.519
C -2.440 -0.764 -2.057 0.444 1.758 1.619
H 1.093 -2.071 -1.550 0.127 -0.101 -0.813
H 4.955 -2.708 0.976 0.614 -0.192 -0.449
H 1.733 2.501 -0.011 -0.070 0.036 0.386
H -0.421 2.323 -1.251 -0.033 -0.062 -0.173
H 3.110 -1.785 3.324 -1.110 -0.347 -1.115
H -4.512 0.799 2.622 0.804 0.089 -0.117
H -3.504 2.016 3.491 0.043 -0.663 -1.109
H -3.682 2.073 1.688 0.111 -0.058 -0.028
H 0.986 1.190 4.183 0.652 -0.237 -0.061
H -0.722 1.166 4.415 -0.057 -0.783 -0.125
H -3.919 -0.348 -0.490 0.160 0.197 -0.247
H -2.363 -0.857 0.081 0.487 -0.280 0.450
```
Forces are in eV/Å.

These are the Löwdin partial charges, in e, on atoms 1 to 5: number 1, O, carries -0.542; number 2, F, carries 0.145; number 3, F, carries 0.158; number 4, F, carries 0.150; number 5, F, carries 0.117

Please write out number 3 again, unchanged.
The following is a DFT calculation (wB97M-V/def2-TZVPD) of C16H12F7N3O3S2 in the gas phase.

Total charge: 0
E in hartree: -2502.2527
Max |F| in eV Å⁻¹: 3.324
Lowest unoccupied orbital energy in eV: 0.35

XYZ file:
```
43
Properties=species:S:1:pos:R:3:forces:R:3
O 1.182 -1.192 4.984 -0.201 -0.504 0.607
F -2.839 -4.153 -3.741 0.420 1.594 0.648
F -1.680 -2.402 -4.408 -0.907 -0.244 1.369
F -3.863 -2.322 -4.278 0.833 -0.008 0.681
F -3.950 -2.640 -1.633 1.046 0.953 -0.815
F -1.839 -3.093 -1.546 0.129 1.226 -0.214
F -1.090 -0.609 -2.157 -0.123 -0.199 -0.384
F -3.002 0.021 -3.034 0.228 -1.273 0.559
N 0.676 -1.669 1.243 -1.216 0.489 1.082
N 0.966 1.692 1.761 -0.253 -0.232 -0.258
O -2.441 0.533 2.419 0.162 -0.195 -0.177
O -2.515 1.173 -0.411 -0.735 -0.966 -0.202
S 3.561 -2.631 -1.204 -0.431 0.182 1.609
C 1.172 -1.558 2.444 -0.542 0.314 -1.192
C 1.903 -2.226 -0.871 0.473 -0.251 0.476
C 3.994 -2.583 0.532 -0.348 -0.005 -1.077
C 1.719 -2.090 0.473 -0.036 0.068 -1.561
C 2.881 -2.271 1.227 0.012 0.113 0.276
C 0.850 2.119 0.499 -0.873 -0.436 0.084
C -0.108 1.155 2.387 0.201 1.635 -1.650
C -0.350 2.008 -0.224 0.762 -0.031 0.988
C -1.340 1.036 1.749 -0.907 0.320 -0.138
C -1.437 1.426 0.405 0.866 -0.482 -0.789
N 2.487 -1.962 2.502 1.132 0.760 3.031
S 0.169 -1.026 3.905 1.443 -0.990 0.433
C -3.581 1.399 2.539 -0.297 0.576 1.135
C 0.084 0.760 3.784 -0.549 0.681 -0.098
C -2.749 -2.786 -3.651 -0.819 -1.173 -2.861
C -2.841 -0.218 -0.637 -0.615 0.095 -0.300
C -2.722 -2.296 -2.199 -1.028 -1.375 0.519
C -2.440 -0.764 -2.057 0.444 1.758 1.619
H 1.093 -2.071 -1.550 0.127 -0.101 -0.813
H 4.955 -2.708 0.976 0.614 -0.192 -0.449
H 1.733 2.501 -0.011 -0.070 0.036 0.386
H -0.421 2.323 -1.251 -0.033 -0.062 -0.173
H 3.110 -1.785 3.324 -1.110 -0.347 -1.115
H -4.512 0.799 2.622 0.804 0.089 -0.117
H -3.504 2.016 3.491 0.043 -0.663 -1.109
H -3.682 2.073 1.688 0.111 -0.058 -0.028
H 0.986 1.190 4.183 0.652 -0.237 -0.061
H -0.722 1.166 4.415 -0.057 -0.783 -0.125
H -3.919 -0.348 -0.490 0.160 0.197 -0.247
H -2.363 -0.857 0.081 0.487 -0.280 0.450
```
Forces are in eV/Å.

These are the Löwdin partial charges, in e, on atoms 1 to 5: number 1, O, carries -0.542; number 2, F, carries 0.145; number 3, F, carries 0.158; number 4, F, carries 0.150; number 5, F, carries 0.117

Please write out number 2 again, unchanged.
The following is a DFT calculation (wB97M-V/def2-TZVPD) of a molecular structure, C16H12F5I2N3O2Sn.

Total charge: +2
ΔE to the lowest compared entry with this formula, charge and spin in kJ/mol: 60.6
E in hartree: -2240.0653
Max |F| in eV Å⁻¹: 2.381
Lowest unoccupied orbital energy in eV: -9.32

XYZ file:
```
41
Properties=species:S:1:pos:R:3:forces:R:3
Sn -1.113 -0.084 -0.688 0.755 -0.468 1.952
O 3.405 0.440 2.652 0.394 0.456 -1.886
C 2.426 0.247 3.490 -1.160 -0.184 1.116
C 2.765 0.158 4.863 0.111 0.073 -1.036
C 1.790 -0.066 5.787 -0.761 -0.067 0.066
C 0.443 -0.190 5.382 -0.325 0.002 -0.477
C 0.094 -0.093 4.039 -0.542 -0.262 1.804
C 1.053 0.128 3.072 1.142 0.222 -1.009
C 0.643 0.214 1.667 0.655 -0.164 2.284
O -0.599 0.015 1.380 -1.018 0.192 -0.857
N 1.586 0.473 0.771 -0.975 0.071 -1.922
N 1.002 0.473 -0.470 0.280 -0.035 0.527
C 1.634 0.714 -1.543 0.029 0.079 -0.829
C 0.855 0.674 -2.808 0.142 -0.020 0.669
C 1.455 0.924 -4.019 0.043 0.021 -0.432
C 0.685 0.871 -5.181 0.233 0.044 0.067
C -0.661 0.563 -5.092 -0.057 0.004 -0.047
C -1.205 0.322 -3.848 -0.156 -0.068 0.297
N -0.470 0.382 -2.722 0.224 0.197 -0.489
H 2.996 0.567 1.744 0.863 -0.180 0.831
H 3.808 0.278 5.133 -0.097 -0.050 -0.055
H 2.046 -0.143 6.839 -0.058 0.017 -0.112
H -0.330 -0.359 6.123 0.099 0.002 -0.078
H -0.939 -0.195 3.734 0.036 0.010 0.122
H 2.699 0.934 -1.549 -0.083 0.007 -0.041
H 2.516 1.149 -4.058 -0.118 -0.016 0.011
H 1.139 1.068 -6.144 -0.006 -0.015 0.055
H -1.289 0.509 -5.972 0.030 -0.009 0.071
H -2.255 0.068 -3.742 0.080 0.022 0.055
I -4.241 0.052 0.082 0.563 -0.136 -0.173
C -4.118 2.149 -0.148 -0.005 0.048 -0.027
I -2.167 2.878 -0.580 0.143 -0.650 0.024
H -4.424 2.596 0.783 -0.064 0.134 0.201
H -4.757 2.433 -0.969 -0.102 0.078 -0.124
F -2.326 -2.792 0.039 -0.769 -0.224 0.282
C -1.139 -2.407 -0.355 -0.100 1.068 -1.605
F -0.228 -2.699 0.523 0.594 -0.046 0.652
C -0.776 -2.972 -1.747 -0.127 -0.303 0.251
F -0.727 -4.286 -1.760 -0.034 0.284 -0.083
F 0.420 -2.463 -2.078 -0.115 -0.027 -0.159
F -1.695 -2.533 -2.630 0.253 -0.108 0.103
```
Forces are in eV/Å.

These are the Löwdin partial charges, in e, on atoms 1 to 5: number 1, Sn, carries 1.160; number 2, O, carries 0.104; number 3, C, carries -0.251; number 4, C, carries 0.013; number 5, C, carries -0.038

> Which value of E does entry 2 give?

-2240.0653 hartree